C2H7NS | ωB97M-V/def2-TZVPD

Geometry as XYZ:
```
11
Properties=species:S:1:pos:R:3:forces:R:3:nbo_charge:R:1
S -0.6906 -1.0068 2.4339 0.2 -0.6 0.0 -1.060
H -1.8044 -0.2732 2.3542 -0.1 0.1 -0.2 0.096
C 0.7487 0.4266 -0.3108 3.5 -1.0 -0.3 -0.327
C -0.2080 1.3280 -0.2719 -2.3 3.1 0.3 -0.685
N 0.4425 -0.8492 -0.9194 0.8 -1.1 2.1 -0.687
H 1.6525 0.4483 0.2811 -0.1 -0.3 -0.1 0.185
H -0.1066 2.2514 0.3100 -0.1 -0.5 -0.3 0.197
H -1.1343 1.1855 -0.7863 -0.6 -0.1 -0.2 0.115
H 0.1688 -1.5034 -0.1435 -0.6 0.2 -0.1 0.437
H -0.3107 -0.7494 -1.5677 -1.0 0.1 -0.9 0.342
H 1.2422 -1.2580 -1.3797 0.2 0.0 -0.3 0.386
```
Forces are in eV/Å.

Computed properties:
Kohn-Sham gap (alpha / beta) = 3.188 / 6.191 eV
HOMO (alpha / beta) = 0.46 / -2.61 eV
Charge = -1
Multiplicity = 2